ORCA calculation (wB97M-V/def2-TZVPD) on a cluster of 2 separate species, C8H20N2S2 in total.

Properties
- Total charge: +2
- Total energy: -33250.3428 eV
- LUMO: -6.90 eV
- Energy relative to the best compared isomer or geometry (same formula, charge and spin): 29.4 kcal per mole

Positions of all 32 atoms, in Å:
1 C 0.584 -1.508 -0.265
2 C 0.754 -0.280 -0.697
3 C -2.351 3.452 0.558
4 C -2.849 1.598 -1.113
5 C 2.002 -2.382 1.279
6 C 1.117 -3.987 -0.354
7 C 0.224 2.397 0.936
8 C -1.932 2.215 -0.120
9 N 1.626 -2.641 -0.109
10 N -0.733 1.783 0.018
11 S -1.098 -1.846 0.100
12 S 2.442 0.031 -1.405
13 H -1.613 4.231 0.464
14 H -3.283 3.908 0.237
15 H -2.392 3.241 1.644
16 H -3.245 2.374 -1.730
17 H -3.481 0.994 -0.619
18 H -2.224 1.101 -1.823
19 H 1.540 -2.956 2.001
20 H 3.075 -2.475 1.305
21 H 1.904 -1.303 1.506
22 H 1.003 -4.161 -1.350
23 H 1.828 -4.760 0.008
24 H 0.202 -4.219 0.139
25 H 0.811 1.670 1.407
26 H 0.786 3.078 0.339
27 H -0.254 3.111 1.607
28 H 1.913 -0.202 -2.647
29 H 2.472 -2.486 -0.695
30 H -0.424 0.938 -0.517
31 H -0.749 -2.416 1.256
32 H 2.343 1.499 -1.360